[1]
The following is a DFT calculation (ωB97M-V/def2-TZVPD) of a cluster of 8 separate species, C27H61F30N3OP6 in total.

Output
* HOMO level (alpha / beta): 1.71 / -4.30 eV
* frontier orbital gap (alpha / beta): 2.6 / 8.5 eV
* E_LUMO (alpha / beta): 0.159 / 0.156 hartree
* spin multiplicity: 2
* E_tot: -6350.0204 Eh
* charge: -3

Cartesian coordinates (Å):
C (-2.002, -0.195, 0.946)
N (-2.500, -1.633, 0.859)
C (-1.635, -2.375, -0.184)
C (-2.159, -2.405, 2.195)
C (-4.000, -1.687, 0.629)
C (-4.498, -0.787, -0.547)
O (-3.986, -1.337, -1.702)
H (-2.134, 0.439, 0.069)
H (-0.925, -0.169, 1.114)
H (-2.564, 0.228, 1.778)
H (-0.587, -2.414, 0.114)
H (-1.579, -1.660, -1.004)
H (-2.188, -3.287, -0.406)
H (-2.427, -3.458, 2.109)
H (-2.573, -1.813, 3.010)
H (-1.098, -2.271, 2.405)
H (-4.416, -1.392, 1.592)
H (-4.223, -2.746, 0.505)
H (-4.150, 0.240, -0.441)
H (-5.580, -0.763, -0.684)
H (-3.944, -0.668, -2.389)
C (-2.978, -6.186, -4.532)
C (-3.188, -5.041, -3.551)
N (-3.076, -3.645, -4.182)
C (-1.980, -2.793, -4.035)
C (-2.230, -1.698, -4.734)
N (-3.435, -1.769, -5.303)
C (-3.986, -2.985, -4.933)
C (-4.104, -0.789, -6.087)
H (-3.724, -6.027, -5.311)
H (-3.254, -7.110, -4.025)
H (-1.945, -6.312, -4.856)
H (-2.385, -5.046, -2.814)
H (-4.145, -5.180, -3.049)
H (-1.180, -3.115, -3.384)
H (-1.638, -0.795, -4.727)
H (-5.019, -3.228, -5.131)
H (-4.650, -1.232, -6.920)
H (-3.382, -0.296, -6.738)
H (-4.674, -0.061, -5.510)
C (1.260, 4.752, 4.901)
C (2.156, 5.189, 3.733)
C (2.418, 4.073, 2.793)
C (3.273, 4.300, 1.525)
P (4.598, 3.122, 1.192)
C (5.655, 3.629, -0.149)
C (6.477, 4.851, 0.183)
C (7.746, 5.086, -0.678)
C (7.486, 4.821, -2.201)
C (3.952, 1.351, 1.021)
C (2.977, 1.032, -0.199)
C (2.420, -0.420, -0.061)
C (1.948, -0.976, -1.407)
C (5.730, 3.149, 2.681)
C (6.943, 2.216, 2.588)
C (7.645, 2.021, 3.987)
C (8.805, 1.013, 3.927)
H (1.785, 4.090, 5.589)
H (0.314, 4.409, 4.481)
H (0.902, 5.627, 5.444)
H (3.122, 5.499, 4.131)
H (1.826, 6.058, 3.163)
H (1.430, 3.981, 2.341)
H (2.714, 3.197, 3.370)
H (3.749, 5.279, 1.481)
H (2.740, 4.136, 0.589)
H (4.948, 3.831, -0.954)
H (6.166, 2.688, -0.353)
H (6.817, 4.751, 1.214)
H (5.994, 5.827, 0.147)
H (8.390, 4.272, -0.343)
H (8.061, 6.112, -0.488)
H (6.882, 5.608, -2.653)
H (7.014, 3.862, -2.412)
H (8.481, 4.740, -2.639)
H (3.472, 1.144, 1.977)
H (4.746, 0.606, 1.042)
H (3.564, 1.098, -1.115)
H (2.137, 1.720, -0.294)
H (1.626, -0.433, 0.685)
H (3.265, -1.047, 0.226)
H (1.946, -2.065, -1.358)
H (2.687, -0.942, -2.208)
H (0.998, -0.491, -1.634)
H (5.145, 2.691, 3.478)
H (5.921, 4.191, 2.938)
H (7.718, 2.572, 1.910)
H (6.570, 1.284, 2.164)
H (6.964, 1.746, 4.792)
H (7.955, 3.049, 4.176)
H (8.637, 0.174, 3.251)
H (9.129, 0.597, 4.881)
H (9.724, 1.476, 3.567)
P (-5.157, 2.174, 2.681)
F (-6.313, 1.468, 1.871)
F (-4.688, 0.686, 3.138)
F (-4.380, 2.301, 1.287)
F (-3.805, 2.675, 3.452)
F (-5.651, 3.650, 2.434)
F (-6.038, 2.188, 4.037)
P (1.053, -5.320, 0.306)
F (-0.238, -4.800, 1.141)
F (1.993, -4.777, 1.535)
F (0.950, -6.785, 1.038)
F (2.392, -5.960, -0.388)
F (0.039, -5.784, -0.880)
F (1.198, -3.861, -0.360)
P (-5.162, -4.485, 4.127)
F (-6.674, -4.818, 3.541)
F (-4.555, -4.725, 2.705)
F (-5.610, -2.931, 3.785)
F (-3.694, -4.067, 4.748)
F (-5.923, -4.343, 5.603)
F (-4.797, -6.040, 4.391)
P (-2.200, 2.024, -3.447)
F (-3.426, 2.569, -2.586)
F (-2.559, 0.498, -3.009)
F (-3.191, 1.960, -4.716)
F (-0.919, 1.334, -4.209)
F (-1.880, 3.555, -4.062)
F (-1.243, 2.320, -2.188)
P (-7.785, -2.555, -2.943)
F (-8.322, -2.525, -4.480)
F (-8.912, -1.525, -2.533)
F (-8.789, -3.815, -2.616)
F (-7.306, -2.752, -1.408)
F (-6.509, -3.429, -3.402)
F (-6.784, -1.188, -3.156)

=====

[2]
The following is a DFT calculation (ωB97M-V/def2-TZVPD) of a cluster of 7 separate species, C27H61FN7O8PS in total.

Output
* HOMO level: -8.50 eV
* frontier orbital gap: 8.8 eV
* E_LUMO: 0.013 hartree
* E_tot: -2889.9720 Eh
* SMILES string: CC(=O)N(C)CCCC[PH2](S)CC(=O)F.CNC(C)=O.CNC(C)=O.CNC(C)=O.CNC(C)=O.CNC(C)=O.CNC(C)=O
* charge: 0

Cartesian coordinates (Å):
C (-6.068, 0.087, -1.625)
C (-5.603, -1.336, -1.478)
O (-5.382, -1.745, -0.439)
N (-5.477, -2.203, -2.613)
C (-6.844, -2.565, -3.035)
C (-4.760, -1.558, -3.711)
C (-3.239, -1.564, -3.501)
C (-2.730, -0.112, -3.563)
C (-2.657, 0.300, -5.022)
P (-2.386, 2.104, -5.304)
S (-0.589, 1.680, -6.612)
C (-3.959, 2.635, -4.317)
C (-3.733, 3.125, -2.935)
O (-4.554, 3.385, -2.245)
F (-2.484, 3.217, -2.490)
H (-6.846, 0.215, -2.355)
H (-5.254, 0.749, -1.873)
H (-6.413, 0.392, -0.662)
H (-7.036, -3.612, -2.878)
H (-7.010, -2.384, -4.081)
H (-7.609, -2.034, -2.483)
H (-5.126, -0.562, -3.958)
H (-4.941, -2.154, -4.587)
H (-2.957, -2.039, -2.585)
H (-2.759, -2.054, -4.326)
H (-1.776, -0.061, -3.065)
H (-3.430, 0.469, -2.978)
H (-1.814, -0.207, -5.441)
H (-3.504, -0.051, -5.584)
H (-2.969, 2.678, -6.456)
H (-1.537, 2.925, -4.545)
H (-0.841, 2.440, -7.683)
H (-4.600, 1.780, -4.209)
H (-4.545, 3.350, -4.857)
C (-0.199, 3.267, -0.812)
N (0.607, 2.434, -1.690)
C (1.938, 2.177, -1.638)
C (2.732, 2.828, -0.535)
O (2.441, 1.438, -2.478)
H (-0.979, 2.651, -0.363)
H (-0.668, 4.048, -1.404)
H (0.393, 3.721, -0.026)
H (0.143, 1.966, -2.453)
H (3.769, 2.532, -0.624)
H (2.667, 3.915, -0.619)
H (2.367, 2.507, 0.439)
C (-1.342, -1.139, 1.560)
N (-1.336, -1.339, 0.117)
C (-0.704, -2.300, -0.598)
C (0.110, -3.312, 0.167)
O (-0.808, -2.325, -1.822)
H (-2.360, -1.187, 1.918)
H (-0.941, -0.148, 1.781)
H (-0.743, -1.890, 2.067)
H (-1.862, -0.695, -0.452)
H (0.552, -4.011, -0.536)
H (0.908, -2.819, 0.720)
H (-0.526, -3.867, 0.857)
C (-3.967, -0.859, 7.124)
N (-3.429, -0.431, 5.845)
C (-3.807, -0.824, 4.600)
C (-4.926, -1.832, 4.492)
O (-3.252, -0.368, 3.612)
H (-4.353, 0.009, 7.662)
H (-3.170, -1.309, 7.719)
H (-4.765, -1.581, 6.997)
H (-2.679, 0.242, 5.843)
H (-5.109, -2.041, 3.443)
H (-4.650, -2.762, 4.990)
H (-5.841, -1.435, 4.933)
C (6.265, -2.191, -0.696)
N (5.654, -1.143, 0.103)
C (4.506, -0.454, -0.152)
C (3.754, -0.800, -1.408)
O (4.125, 0.408, 0.633)
H (6.340, -3.102, -0.099)
H (7.271, -1.883, -0.987)
H (5.685, -2.397, -1.587)
H (6.109, -0.869, 0.958)
H (2.864, -0.185, -1.496)
H (4.377, -0.620, -2.284)
H (3.450, -1.850, -1.371)
C (2.749, -1.899, 6.284)
N (2.541, -2.593, 5.026)
C (1.993, -2.109, 3.879)
C (1.532, -0.673, 3.880)
O (1.888, -2.831, 2.897)
H (3.812, -1.904, 6.528)
H (2.208, -2.418, 7.077)
H (2.402, -0.873, 6.231)
H (2.827, -3.557, 4.959)
H (1.123, -0.434, 2.906)
H (0.753, -0.523, 4.630)
H (2.368, -0.002, 4.077)
C (6.859, 2.124, 1.187)
N (8.270, 1.948, 1.502)
C (9.302, 2.800, 1.263)
C (8.980, 4.110, 0.583)
O (10.439, 2.503, 1.591)
H (6.278, 2.073, 2.109)
H (6.535, 1.320, 0.530)
H (6.674, 3.075, 0.701)
H (8.555, 1.095, 1.957)
H (9.898, 4.675, 0.462)
H (8.547, 3.932, -0.402)
H (8.287, 4.694, 1.189)

=====

[3]
The following is a DFT calculation (ωB97M-V/def2-TZVPD) of a cluster of 4 separate species, C27H61NO3 in total.

Output
* HOMO level: -9.24 eV
* frontier orbital gap: 10.1 eV
* E_LUMO: 0.031 hartree
* E_tot: -1345.8056 Eh
* SMILES string: CCOC(=O)CCC[C@H](CN)OC.CCCCCC.CCCCCC.CCCCCC
* charge: 0

Cartesian coordinates (Å):
C (0.728, 7.122, 0.061)
C (-0.381, 6.421, 0.835)
O (-1.548, 7.253, 0.761)
C (-2.695, 6.703, 1.213)
O (-2.879, 5.514, 1.258)
C (-3.726, 7.724, 1.609)
C (-4.961, 7.682, 0.669)
C (-6.257, 7.343, 1.424)
C (-7.349, 6.761, 0.537)
C (-8.180, 7.811, -0.247)
N (-7.990, 9.196, 0.216)
O (-8.184, 5.970, 1.376)
C (-8.979, 5.024, 0.687)
H (0.300, 7.598, -0.824)
H (1.498, 6.413, -0.245)
H (1.181, 7.911, 0.666)
H (-0.584, 5.439, 0.403)
H (-0.095, 6.291, 1.882)
H (-3.269, 8.715, 1.606)
H (-4.025, 7.500, 2.637)
H (-4.804, 6.913, -0.093)
H (-5.041, 8.658, 0.184)
H (-6.615, 8.225, 1.959)
H (-6.025, 6.579, 2.172)
H (-6.863, 6.101, -0.198)
H (-9.236, 7.560, -0.124)
H (-7.960, 7.710, -1.319)
H (-7.156, 9.576, -0.221)
H (-8.745, 9.761, -0.158)
H (-9.015, 5.220, -0.389)
H (-8.585, 4.014, 0.852)
H (-9.997, 5.055, 1.085)
C (3.991, 0.461, -0.217)
C (3.721, 1.393, -1.394)
C (3.296, 2.798, -0.971)
C (1.997, 2.859, -0.166)
C (0.775, 2.263, -0.863)
C (0.407, 2.977, -2.160)
H (3.100, 0.317, 0.396)
H (4.307, -0.523, -0.569)
H (4.782, 0.859, 0.422)
H (2.959, 0.951, -2.042)
H (4.626, 1.472, -2.002)
H (3.205, 3.425, -1.862)
H (4.096, 3.246, -0.372)
H (1.786, 3.908, 0.071)
H (2.137, 2.358, 0.795)
H (-0.075, 2.315, -0.177)
H (0.937, 1.200, -1.063)
H (0.196, 4.034, -1.974)
H (-0.482, 2.536, -2.610)
H (1.210, 2.920, -2.896)
C (1.773, -1.936, 3.485)
C (2.880, -2.526, 2.617)
C (2.358, -3.212, 1.356)
C (1.442, -4.412, 1.605)
C (2.060, -5.528, 2.446)
C (3.293, -6.159, 1.807)
H (1.086, -2.704, 3.842)
H (2.188, -1.437, 4.362)
H (1.193, -1.199, 2.925)
H (3.476, -3.226, 3.210)
H (3.561, -1.725, 2.319)
H (3.209, -3.524, 0.744)
H (1.812, -2.479, 0.754)
H (1.142, -4.825, 0.636)
H (0.519, -4.075, 2.085)
H (1.304, -6.303, 2.600)
H (2.315, -5.152, 3.441)
H (3.048, -6.584, 0.830)
H (3.685, -6.964, 2.430)
H (4.095, -5.433, 1.667)
C (1.946, -7.726, -3.531)
C (1.793, -9.140, -2.980)
C (2.292, -9.290, -1.544)
C (3.781, -8.999, -1.346)
C (4.723, -9.856, -2.190)
C (4.622, -11.348, -1.890)
H (2.992, -7.414, -3.558)
H (1.559, -7.658, -4.549)
H (1.397, -7.009, -2.917)
H (2.314, -9.845, -3.634)
H (0.738, -9.422, -3.012)
H (2.067, -10.301, -1.193)
H (1.719, -8.617, -0.898)
H (4.023, -9.144, -0.288)
H (3.977, -7.944, -1.555)
H (5.748, -9.525, -2.006)
H (4.536, -9.683, -3.254)
H (4.849, -11.549, -0.841)
H (5.326, -11.918, -2.498)
H (3.623, -11.736, -2.097)

=====

[4]
The following is a DFT calculation (ωB97M-V/def2-TZVPD) of a structure of composition C27H62Br4N3O4PS.

Output
* HOMO level: -8.09 eV
* frontier orbital gap: 8.5 eV
* E_LUMO: 0.014 hartree
* E_tot: -12566.8238 Eh
* charge: 0

Cartesian coordinates (Å):
C (-6.925, -9.091, -2.109)
C (-5.575, -8.420, -2.255)
S (-5.489, -7.278, -3.668)
C (-6.076, -5.753, -2.887)
O (-5.205, -4.648, -3.200)
P (-4.112, -4.343, -2.112)
O (-3.963, -5.304, -1.040)
O (-2.780, -4.126, -2.949)
C (-1.599, -4.303, -2.179)
Br (-0.153, -4.368, -3.505)
C (-1.370, -3.158, -1.147)
C (-1.130, -3.698, 0.259)
Br (0.144, -2.018, -1.635)
O (-4.414, -2.839, -1.596)
C (-5.755, -2.464, -1.383)
Br (-6.587, -3.485, 0.082)
C (-5.672, -0.985, -0.983)
C (-4.915, -0.807, 0.333)
Br (-7.499, -0.312, -0.746)
H (-7.713, -8.384, -1.870)
H (-6.865, -9.787, -1.274)
H (-7.208, -9.660, -2.988)
H (-5.353, -7.838, -1.367)
H (-4.808, -9.178, -2.361)
H (-7.030, -5.517, -3.339)
H (-6.243, -5.887, -1.827)
H (-1.537, -5.268, -1.706)
H (-2.198, -2.468, -1.098)
H (-1.612, -4.661, 0.406)
H (-1.524, -2.972, 0.959)
H (-0.073, -3.826, 0.461)
H (-6.359, -2.552, -2.276)
H (-5.240, -0.403, -1.784)
H (-4.283, -1.659, 0.559)
H (-5.617, -0.717, 1.149)
H (-4.282, 0.072, 0.299)
C (-4.732, 2.990, 3.454)
C (-3.215, 2.884, 3.512)
N (-2.599, 2.863, 2.198)
C (-1.206, 2.449, 2.216)
C (-0.197, 3.338, 2.952)
C (-2.916, 3.989, 1.337)
C (-2.605, 5.400, 1.851)
H (-5.150, 2.213, 2.813)
H (-5.151, 2.863, 4.453)
H (-5.064, 3.960, 3.083)
H (-2.963, 1.947, 4.017)
H (-2.824, 3.694, 4.148)
H (-0.870, 2.312, 1.184)
H (-1.167, 1.451, 2.664)
H (0.015, 4.255, 2.405)
H (0.750, 2.804, 3.058)
H (-0.535, 3.601, 3.955)
H (-3.983, 3.944, 1.102)
H (-2.418, 3.840, 0.375)
H (-2.955, 5.553, 2.873)
H (-3.111, 6.136, 1.222)
H (-1.541, 5.627, 1.814)
C (1.591, 0.881, 0.971)
C (2.803, 1.117, 1.858)
N (3.322, -0.096, 2.455)
C (4.266, 0.145, 3.530)
C (5.586, 0.847, 3.189)
C (3.676, -1.148, 1.517)
C (4.693, -0.818, 0.417)
H (0.815, 0.332, 1.507)
H (1.170, 1.838, 0.658)
H (1.847, 0.326, 0.067)
H (2.493, 1.791, 2.661)
H (3.570, 1.654, 1.276)
H (4.487, -0.807, 4.020)
H (3.751, 0.743, 4.290)
H (6.268, 0.193, 2.648)
H (6.091, 1.143, 4.110)
H (5.430, 1.752, 2.599)
H (2.757, -1.491, 1.033)
H (4.027, -2.014, 2.084)
H (4.465, 0.125, -0.085)
H (4.674, -1.602, -0.343)
H (5.712, -0.768, 0.798)
C (3.453, 3.058, -1.495)
C (4.662, 2.759, -2.369)
N (5.455, 3.936, -2.662)
C (6.418, 3.735, -3.729)
C (7.544, 2.719, -3.504)
C (5.931, 4.673, -1.505)
C (6.773, 3.920, -0.468)
H (2.848, 3.858, -1.922)
H (2.827, 2.168, -1.415)
H (3.744, 3.343, -0.483)
H (4.299, 2.349, -3.315)
H (5.255, 1.962, -1.893)
H (6.859, 4.701, -3.987)
H (5.860, 3.429, -4.621)
H (8.295, 3.090, -2.807)
H (8.055, 2.525, -4.449)
H (7.169, 1.764, -3.135)
H (5.061, 5.092, -0.992)
H (6.488, 5.546, -1.855)
H (6.329, 2.962, -0.192)
H (6.848, 4.517, 0.444)
H (7.790, 3.740, -0.814)